# 1
A structure of composition C34H33GeIMnN5O3S, computed with the ωB97M-V functional and the def2-TZVPD basis.

Element x y z (Å)
Mn1 -0.97927 2.84998 0.66095
C1 -3.37023 -0.65887 -0.36584
C2 -2.72262 0.65790 -0.14092
N1 -1.82858 0.94958 0.72803
N2 -1.32640 0.03620 1.60763
C3 -0.37055 0.43915 2.48092
N3 0.06392 -0.48491 3.33518
S1 0.22360 2.01712 2.53551
C4 -3.10162 1.80912 -0.99846
C5 -4.07993 1.74396 -1.96870
C6 -4.32105 2.86733 -2.74942
C7 -3.58359 4.01404 -2.52981
C8 -2.62663 4.00976 -1.52571
N4 -2.39850 2.93429 -0.78185
H1 -3.04857 -1.43490 0.32049
H2 -3.12058 -0.99104 -1.37552
H3 -4.45441 -0.55689 -0.29387
H4 -1.66525 -0.91884 1.59951
H5 -0.11746 -1.46470 3.17358
H6 0.82597 -0.23854 3.94414
H7 -4.63371 0.83150 -2.13203
H8 -5.07459 2.83769 -3.52447
H9 -3.73431 4.90440 -3.12234
H10 -2.01657 4.87470 -1.30160
O1 -0.80006 0.71478 -1.95149
C9 0.22493 1.25054 -1.53490
O2 0.33302 1.94639 -0.44630
C10 1.53681 1.08937 -2.27632
C11 1.83899 -0.34967 -2.68583
Ge1 2.24613 -1.60592 -1.23712
C12 3.42086 -0.80298 0.09279
C13 4.74312 -1.21039 0.25448
C14 5.55671 -0.61495 1.21073
C15 5.05701 0.39759 2.01649
C16 3.74233 0.81845 1.86272
C17 2.93176 0.22122 0.90801
C18 3.05363 -3.19894 -2.01811
C19 3.19066 -3.34517 -3.39680
C20 3.73988 -4.50043 -3.93905
C21 4.16155 -5.52491 -3.10573
C22 4.03080 -5.39481 -1.72935
C23 3.47854 -4.24140 -1.19327
C24 0.69041 -2.31035 -0.25303
C25 0.81670 -2.68984 1.08171
C26 -0.17220 -3.43959 1.71346
C27 -1.31685 -3.81136 1.01905
C28 -1.45719 -3.43588 -0.31340
C29 -0.46522 -2.69191 -0.93772
H11 2.34035 1.50844 -1.67275
H12 1.44882 1.70736 -3.17495
H13 2.73982 -0.35049 -3.30511
H14 1.03223 -0.75111 -3.30200
H15 5.14652 -2.00082 -0.36830
H16 6.58257 -0.94108 1.32406
H17 5.69294 0.86325 2.75825
H18 3.35094 1.62013 2.47748
H19 1.91232 0.57838 0.78615
H20 2.87151 -2.55319 -4.06451
H21 3.84034 -4.59830 -5.01235
H22 4.59222 -6.42404 -3.52673
H23 4.35961 -6.19234 -1.07542
H24 3.37903 -4.15538 -0.11556
H25 1.71685 -2.42719 1.62854
H26 -0.02380 -3.78383 2.73193
H27 -2.07102 -4.42569 1.49573
H28 -2.32911 -3.75308 -0.87316
H29 -0.58547 -2.42087 -1.98140
O3 -0.35470 4.32666 0.39077
I1 -0.89952 6.24382 2.29503
C30 -2.41268 4.85318 2.65108
C31 -3.39036 5.28178 3.54650
C32 -4.43281 4.44288 3.87564
C33 -4.46960 3.18655 3.29295
C34 -3.46785 2.84200 2.41549
N5 -2.43809 3.64225 2.07809
H30 -3.31521 6.26967 3.97494
H31 -5.19643 4.76341 4.57120
H32 -5.25731 2.47963 3.50935
H33 -3.48346 1.87019 1.95264

Properties
LUMO level (spin up / spin down) in eV: -3.830 / -3.400
ΔE to the lowest compared entry with this formula, charge and spin in kcal per mole: 0.00
Total charge: +1
Expectation value of S²: 1.235
Electronic energy in eV: -156153.5229
2S+1: 2
HOMO energy (spin up / spin down) in eV: -10.923 / -10.922

=====

# 2
A structure of composition C38H28ClKN3O5P, computed with the ωB97M-V functional and the def2-TZVPD basis.

Element x y z (Å)
K1 0.38965 -0.30196 0.09687
O1 -3.51582 -1.22011 2.44135
C1 -2.70140 -0.86451 1.54685
N1 -1.85104 0.13897 1.54266
C2 -1.87260 0.90248 2.76031
C3 -0.59400 1.69681 2.98376
C4 -0.47724 2.48907 4.13191
C5 0.67829 3.20640 4.35428
C6 1.71537 3.12008 3.42935
C7 1.52288 2.31800 2.32197
N2 0.39656 1.62918 2.09292
C8 -2.67168 -1.72821 0.27753
C9 -3.24677 -2.99678 0.30757
C10 -3.22488 -3.76995 -0.83909
C11 -2.64534 -3.25634 -1.99304
C12 -2.10390 -1.98426 -1.93110
N3 -2.11173 -1.23455 -0.82759
H1 -2.04176 0.27662 3.64638
H2 -2.70672 1.62292 2.77828
H3 -1.30262 2.52479 4.83400
H4 0.77873 3.82407 5.23951
H5 2.64492 3.65788 3.56430
H6 2.29955 2.21062 1.56732
H7 -3.69373 -3.32776 1.23462
H8 -3.65304 -4.76586 -0.83776
H9 -2.60354 -3.82518 -2.91358
H10 -1.63740 -1.53418 -2.80601
O2 2.81323 1.15562 -2.97180
C13 1.73128 1.59012 -2.56133
O3 1.19805 1.45014 -1.41921
C14 0.86440 2.43582 -3.50545
C15 1.47687 3.06811 -4.58321
C16 0.76657 3.94506 -5.39172
C17 -0.57744 4.18928 -5.12434
C18 -1.20231 3.53519 -4.07149
C19 -0.50687 2.63838 -3.25676
P1 -1.31379 1.70877 -1.84441
C20 -1.56242 3.21556 -0.74940
C21 -0.42998 3.73467 -0.11292
C22 -0.51762 4.83956 0.72381
C23 -1.73898 5.46335 0.94887
C24 -2.86963 4.97049 0.31479
C25 -2.77877 3.86426 -0.52606
C26 -3.05602 1.46425 -2.46475
C27 -4.02059 1.09773 -1.50986
C28 -5.28023 0.65207 -1.88225
C29 -5.61146 0.53302 -3.22982
C30 -4.66232 0.85874 -4.18811
C31 -3.40161 1.31800 -3.80669
H11 2.52704 2.86020 -4.74990
H12 1.25697 4.44602 -6.21965
H13 -1.13726 4.89070 -5.73365
H14 -2.25087 3.73110 -3.87124
H15 0.52503 3.24838 -0.28084
H16 0.37715 5.19892 1.21865
H17 -1.80856 6.31688 1.61302
H18 -3.83394 5.44190 0.47165
H19 -3.67989 3.50785 -1.00605
H20 -3.75477 1.11983 -0.45511
H21 -5.99199 0.36471 -1.11614
H22 -6.59005 0.17350 -3.52510
H23 -4.89564 0.75366 -5.24185
H24 -2.67379 1.55084 -4.57655
Cl1 5.93439 -6.11145 0.42575
C32 4.52994 -5.04586 0.24554
C33 3.50325 -5.38981 -0.66114
C34 2.41024 -4.58512 -0.81463
C35 2.23544 -3.35290 -0.06622
O4 1.21972 -2.63815 -0.20582
C36 3.31765 -3.04141 0.84259
C37 3.33911 -1.84541 1.67519
O5 2.49845 -0.97006 1.76212
C38 4.42676 -3.89330 0.97032
H25 3.59540 -6.30305 -1.23793
H26 1.61913 -4.84174 -1.51047
H27 4.25817 -1.76681 2.29772
H28 5.21515 -3.61832 1.66522

Properties
LUMO level in eV: 4.179
ΔE to the lowest compared entry with this formula, charge and spin in kcal per mole: 0.00
Total charge: -2
Electronic energy in eV: -92708.9149
2S+1: 1
HOMO energy in eV: -2.403

=====

# 3
A structure of composition C31H45Cl2N2OPTb, computed with the ωB97M-V functional and the def2-TZVPD basis.

Element x y z (Å)
P1 -1.72017 0.17936 -1.55994
C1 -1.14110 1.87749 -1.77872
C2 -2.06520 2.20480 -2.96405
C3 -1.77351 3.62428 -3.41189
C4 -1.85602 4.62072 -2.23968
C5 -1.00338 4.24274 -1.02259
C6 -1.25717 2.81771 -0.55249
C7 -2.64110 -0.36650 -0.11741
C8 -4.00360 -0.02902 -0.75999
C9 -5.07450 -0.63358 0.11911
C10 -4.92955 -0.15548 1.59646
C11 -3.52322 -0.32519 2.19351
C12 -2.43288 0.24861 1.28884
C13 -1.28429 -1.05685 -2.86328
C14 0.03650 -0.75891 -3.62627
C15 0.11170 -1.67082 -4.84623
C16 -0.02009 -3.15820 -4.48929
C17 -1.19921 -3.45997 -3.56336
C18 -1.27443 -2.52790 -2.35861
H1 -0.06210 1.85653 -2.07981
H2 -3.11152 2.07572 -2.63750
H3 -1.88687 1.48499 -3.77963
H4 -2.49865 3.87368 -4.18806
H5 -0.76453 3.64315 -3.84192
H6 -1.55680 5.60856 -2.60486
H7 -2.90663 4.70013 -1.92888
H8 0.05703 4.33643 -1.27440
H9 -1.22420 4.92260 -0.19889
H10 -0.53453 2.50821 0.22406
H11 -2.27095 2.73080 -0.12473
H12 -2.49560 -1.46331 -0.00802
H13 -4.97288 -1.72694 0.08757
H14 -4.04890 -0.44849 -1.77535
H15 -4.09593 1.06757 -0.84162
H16 -6.04706 -0.33869 -0.28428
H17 -5.66140 -0.70380 2.20555
H18 -5.20911 0.90938 1.63391
H19 -3.48394 0.16502 3.17248
H20 -3.31784 -1.39632 2.33318
H21 -1.43357 -0.00726 1.66118
H22 -2.49612 1.34183 1.24980
H23 -2.18766 -0.83289 -3.49513
H24 0.08531 0.29825 -3.92973
H25 0.89359 -0.91699 -2.94693
H26 -0.70492 -1.39795 -5.52084
H27 1.05000 -1.48139 -5.36972
H28 0.91055 -3.49426 -4.01373
H29 -0.12508 -3.73640 -5.41227
H30 -1.15224 -4.48895 -3.20628
H31 -2.12883 -3.34856 -4.13008
H32 -2.17694 -2.73758 -1.76815
H33 -0.41447 -2.66301 -1.68111
Tb1 2.39244 -0.51711 0.70426
Cl1 0.43084 -2.26065 0.80585
Cl2 2.70009 0.50477 -1.58571
C19 1.45499 1.35906 1.70374
H34 1.50391 2.37482 1.25560
C20 1.05623 1.35853 3.03703
C21 0.58757 0.16543 3.73467
C22 0.24396 0.24000 5.08802
C23 0.34998 1.45006 5.79879
C24 0.80061 2.61602 5.13958
C25 1.13231 2.58166 3.79002
H35 0.47546 -0.78397 3.17058
H36 -0.11523 -0.65967 5.60213
H37 0.88470 3.54933 5.68686
H38 1.47142 3.47749 3.25994
H39 0.09198 1.48833 6.83653
N1 7.94124 -1.33985 3.35853
C26 6.75805 -0.79899 2.96089
O1 6.38456 0.35501 3.17440
C27 5.86885 -1.77153 2.25287
C28 6.09428 -3.14240 2.04562
C29 5.18577 -3.96053 1.35383
C30 4.00348 -3.40285 0.88872
N2 3.83469 -2.09255 1.13695
C31 4.68758 -1.22974 1.77668
H40 8.61100 -0.68536 3.72262
H41 8.29227 -2.19120 2.93679
H42 6.99248 -3.61552 2.42527
H43 5.33767 -5.01375 1.15253
H44 3.19161 -3.90461 0.35155
H45 4.37921 -0.16356 1.86496

Properties
LUMO level (spin up / spin down) in eV: 2.680 / 2.126
ΔE to the lowest compared entry with this formula, charge and spin in kcal per mole: 117.78
Total charge: -1
Expectation value of S²: 12.111
Electronic energy in eV: -94670.3423
2S+1: 7
HOMO energy (spin up / spin down) in eV: -2.448 / -2.956

=====

# 4
The molecule C5H10O2S, computed with the ωB97M-V functional and the def2-TZVPD basis.

Element x y z (Å)
O1 -0.94360 3.35801 0.60577
C1 -0.67971 2.52934 -0.22376
O2 -0.72210 2.80401 -1.53939
C2 -0.19196 1.14382 0.10778
C3 -0.08674 0.20669 -1.10758
C4 0.53962 -1.13403 -0.74092
S1 -0.54004 -2.16912 0.28407
C5 0.40552 -2.51699 1.76611
H1 -1.06061 3.70369 -1.64326
H2 0.77333 1.25912 0.59309
H3 -0.89857 0.67154 0.79456
H4 0.54356 0.64568 -1.88078
H5 -1.10047 0.08960 -1.48316
H6 0.69686 -1.67194 -1.64406
H7 1.51626 -0.98443 -0.27841
H8 0.18832 -3.55373 2.00467
H9 1.48732 -2.38999 1.72207
H10 0.07301 -1.99129 2.66321

Properties
LUMO level in eV: 0.732
ΔE to the lowest compared entry with this formula, charge and spin in kcal per mole: 0.00
Electronic energy in eV: -20277.6919
2S+1: 1
HOMO energy in eV: -8.614
SMILES: CSCCCC(=O)O

=====

# 5
A cluster of 3 separate species, C2H12NO2 in total, computed with the ωB97M-V functional and the def2-TZVPD basis.

Element x y z (Å)
C1 -0.89073 -0.05417 0.79952
N1 -0.34747 0.17826 -0.55580
C2 1.15606 -0.16817 -0.73262
H1 -1.96898 -0.02648 0.67542
H2 -0.59876 -1.04452 1.12711
H3 -0.57432 0.74506 1.46012
H4 -0.36192 1.15777 -0.82644
H5 -0.78840 -0.38211 -1.28403
H6 1.47067 -0.51259 0.22727
H7 1.67802 0.71367 -1.01417
H8 1.24985 -0.95865 -1.46781
H9 1.68249 3.12178 3.48813
H10 0.61157 2.06486 3.54769
O1 1.20073 2.50502 2.92016
H11 -1.91128 -2.58469 -2.55738
H12 -0.58301 -2.54507 -3.30105
O2 -1.02452 -2.20998 -2.50613

Properties
LUMO level in eV: -3.049
ΔE to the lowest compared entry with this formula, charge and spin in kcal per mole: 19.76
Total charge: +1
Electronic energy in eV: -7847.2893
2S+1: 1
HOMO energy in eV: -14.645